A.
C6H9F | ωB97M-V/def2-TZVPD

Its HOMO energy is -0.35098 Ha. For the frontier orbital gap, the calculation gives 10.530 eV.

Structure (ORCA input):
```
! RIJCOSX wB97M-V def2-TZVPD def2/J DEFGRID3
* xyz 0 1
F 0.569 -1.615 0.201
C -0.723 -1.275 -0.157
C -1.570 -0.640 -0.913
C -1.967 -2.015 -0.319
H -1.806 -0.043 -1.785
H -1.760 -3.047 -1.044
H -2.574 -2.077 0.449
C 0.674 2.222 -0.346
C 1.089 1.008 -0.128
C 1.448 0.433 1.224
H 0.502 3.058 0.358
H 0.406 2.575 -1.347
H 1.339 0.284 -0.895
H 0.521 -0.168 1.612
H 1.466 1.355 1.850
H 2.384 -0.055 1.240
*
```

***

B.
C6H9F | ωB97M-V/def2-TZVPD

Its HOMO energy is -0.31665 Ha. For the frontier orbital gap, the calculation gives 9.618 eV.

Structure (ORCA input):
```
! RIJCOSX wB97M-V def2-TZVPD def2/J DEFGRID3
* xyz 0 1
F 2.521 -0.063 -0.394
C 1.419 0.040 0.343
C 0.178 -0.694 0.517
C -1.062 -1.191 -0.035
C -2.052 -0.039 -0.233
C -1.103 1.294 0.233
C 0.181 0.661 -0.370
H 1.686 0.428 1.254
H 0.207 -0.675 1.592
H -1.540 -2.172 0.369
H -0.904 -1.546 -1.167
H -2.416 0.045 -1.196
H -3.109 -0.111 0.303
H -1.389 2.202 -0.256
H -0.613 1.480 1.432
H 0.023 0.489 -1.506
*
```

***

Which of the structures shown above is the most stable? The most stable is A.